Record 1
12
Properties=species:S:1:pos:R:3 method="wB97M-V/def2-TZVPD" energy_ha=-268.9370 total_charge=-1
O -0.3742 2.6281 0.8268
O 0.2263 -2.3502 -0.0529
C 0.1909 0.1838 0.5997
C -0.3241 1.5209 0.1023
C -0.1669 -0.9410 -0.3609
H 0.3360 -0.7218 -1.3001
H 1.1774 -2.2180 -0.0190
H -1.3206 1.3152 -0.4592
H -0.0645 -0.1068 1.6191
H 0.2453 1.5408 -0.9065
H 1.2967 0.1663 0.5400
H -1.2222 -1.0173 -0.5892

Record 2
31
Properties=species:S:1:pos:R:3 method="wB97M-V/def2-TZVPD" energy_ha=-596.0436 total_charge=+1
O -0.5090 2.5830 -1.9835
O -1.9373 3.3181 1.0291
O 1.9633 -2.9313 -0.9770
O 1.4680 -1.7321 3.2972
N -0.8539 1.1653 1.9894
C 0.0397 -0.6253 0.4867
C -0.2981 -1.4278 -1.8246
C -0.8295 -0.3228 1.7205
C -0.5895 -0.2425 -0.8738
C 2.1306 -1.9236 -1.6016
C 1.0870 -1.1787 -2.4475
H 0.2586 -1.7257 0.5825
H 0.9826 -0.1127 0.6433
H -0.1384 0.6700 -1.2449
H 1.9524 -1.3401 4.0455
H -0.6485 2.1733 -2.8492
H 1.4729 -0.1727 -2.5200
H -0.3137 1.7796 1.3159
H 0.3290 3.0300 -2.1714
H -2.8089 2.9955 0.7698
H -1.8639 -0.6482 1.6612
H -0.3094 -0.8406 2.5698
H -0.5678 1.4880 2.9062
H 3.1638 -1.6057 -1.9161
H -1.6736 4.0435 0.4537
H 1.1064 -1.5825 -3.4464
H -1.7651 1.5574 1.7111
H -0.2823 -2.3140 -1.2063
H -1.6888 -0.2034 -0.7074
H -1.0693 -1.4955 -2.6066
H 2.1927 -2.3787 3.1941

Record 3
69
Properties=species:S:1:pos:R:3 method="wB97M-V/def2-TZVPD" energy_ha=-1803.9791 total_charge=-1
F -7.7776 0.1746 6.8365
F -4.4201 -1.0284 2.3815
F 0.5360 -0.0497 1.7938
F 5.0214 5.0320 -10.0452
O 5.4589 -1.8435 -2.1709
O 9.1300 2.4941 -2.5512
O 6.5431 -0.2162 -3.7029
N 4.2635 -1.0018 0.3579
C 5.6232 2.1120 -7.2098
C -11.0666 -1.8240 5.3818
C -9.5322 0.0386 5.2668
C 5.8267 -0.4440 -2.4361
C -5.1152 -0.8804 5.9376
C -10.3766 -2.3300 6.4844
C -9.2582 -1.6558 6.9741
C 3.3049 -1.2594 -0.7835
C -1.2187 -0.1857 0.2241
C 4.2705 3.0755 -8.9636
C -2.0630 -2.5543 1.4417
C 6.5663 3.1300 -7.3714
C 6.3643 4.1166 -8.3365
C -2.3305 -0.8657 -0.2729
C -4.3522 -0.6581 3.6671
C 7.0974 1.1689 -3.5422
C -2.7530 -2.0483 0.3391
C 4.4776 2.0826 -8.0064
C 8.6345 1.1495 -2.9660
C -3.3777 0.7136 5.3869
C 5.2173 4.0814 -9.1218
C -4.2115 0.1081 6.3303
C -8.8484 -0.4761 6.3626
C -0.5348 -0.7005 1.3200
C 4.0053 -2.0302 -2.0488
C -10.6441 -0.6413 4.7698
C -3.4451 0.3240 4.0493
C -0.9446 -1.8801 1.9314
C -5.1901 -1.2617 4.5982
H 9.5372 2.4281 -1.6338
H 7.4560 3.1529 -6.7470
H -2.3961 -3.4728 1.9190
H 6.5849 -0.1310 -1.5695
H 4.6564 -1.8793 0.7654
H 3.7470 1.2870 -7.8816
H -2.7996 0.7772 3.3040
H 8.7925 0.3777 -2.0743
H -2.6773 1.4861 5.6946
H 3.6645 -0.5634 1.1206
H -4.1555 0.4090 7.3742
H 5.7833 1.3402 -6.4599
H -3.6230 -2.5760 -0.0460
H -0.8809 0.7386 -0.2331
H 4.9406 0.3197 -2.3989
H -11.9366 -2.3517 4.9967
H 3.3953 -1.7728 -3.0289
H -0.3912 -2.2640 2.7820
H -8.7048 -2.0396 7.8247
H 3.3813 3.0730 -9.5852
H 2.5162 -2.0304 -0.3568
H -10.7097 -3.2484 6.9616
H 7.0899 4.9102 -8.4819
H -5.8930 -2.0220 4.2742
H 7.0916 1.7687 -4.5739
H -11.1810 -0.2513 3.9087
H -2.8674 -0.4756 -1.1340
H 3.8335 -3.1972 -1.8693
H -5.7603 -1.3532 6.6743
H 6.4643 1.8271 -2.7974
H 9.3556 0.8041 -3.8441
H -9.1945 0.9629 4.8096

Record 4
70
Properties=species:S:1:pos:R:3 method="wB97M-V/def2-TZVPD" energy_ha=-1514.3076 total_charge=-1
F -1.6563 2.4708 2.4325
O 2.9737 0.4885 -3.5821
O -6.3997 -0.1809 -0.6003
O 5.8080 -0.0098 -0.0617
O -0.0783 0.8196 1.6587
O 0.9269 -3.1486 0.5426
N -5.6220 -1.7467 0.9178
N 0.7053 -4.1192 2.6331
N -1.0809 3.2041 -0.9075
N 2.7521 -0.4821 -1.4916
N 6.6280 1.7502 -1.3233
N -4.2205 3.6027 0.8469
C -2.9495 2.2292 -2.3333
C 1.3706 -5.3415 2.2328
C -5.2643 -0.7453 1.9006
C 0.2273 -3.9965 3.9943
C 5.4937 1.7482 -2.2235
C -5.3872 -3.1423 1.2237
C 2.2740 -0.3593 -0.1305
C 7.6856 2.7166 -1.5328
C -4.7703 3.3327 -0.5693
C -0.6253 2.0479 1.4463
C -4.0988 1.9665 -1.1767
C -6.1750 -1.3408 -0.2788
C -1.4392 1.9493 -1.6730
C 6.6661 0.8320 -0.2946
C -0.0723 2.9436 0.1894
C 3.4174 -1.7044 -1.8920
C 2.5943 0.5271 -2.4186
C 0.5476 -3.1100 1.7062
H -5.9528 -3.4078 2.1214
H -4.4462 4.2536 -1.2382
H 2.3820 -5.1011 1.8914
H 1.0753 -4.0975 4.6776
H -0.6824 1.8188 -2.5580
H 5.6028 2.5268 -2.9833
H 1.4215 -6.0446 3.0686
H 1.7944 0.6094 0.0336
H 7.2638 3.7234 -1.4636
H -1.4645 0.9681 -1.0321
H 0.9396 2.4534 -0.1858
H 0.0296 -2.2264 2.1144
H -5.7020 -3.7859 0.3978
H -4.5331 -0.0602 1.4612
H 3.1221 -0.4604 0.5529
H 0.8172 -5.7933 1.4042
H 8.4752 2.6061 -0.7846
H 5.4241 0.7689 -2.7065
H -4.3189 -3.2896 1.4063
H 2.8639 -2.1562 -2.7206
H 4.4288 -1.4640 -2.2334
H 7.5710 0.9204 0.3292
H -2.9588 3.3762 -2.6282
H 8.1112 2.5649 -2.5289
H 3.4682 -2.4075 -1.0562
H -3.1329 1.6334 -3.3246
H 1.5498 -1.1558 0.0633
H -5.9480 3.2806 -0.4377
H -0.2524 -3.0277 4.1584
H -3.1702 3.6296 0.6855
H 2.0764 1.4107 -2.0104
H -4.9280 1.2758 -1.6780
H -3.5853 1.2929 -0.3469
H -0.4969 -4.7929 4.1881
H 0.2123 4.0122 0.6365
H 4.5806 1.9220 -1.6462
H -4.8401 -1.2143 2.7926
H -6.1594 -0.1779 2.1729
H -6.4093 -2.1812 -0.9530
H -4.4596 4.5956 1.1250

Record 5
53
Properties=species:S:1:pos:R:3 method="wB97M-V/def2-TZVPD" energy_ha=-1355.4894
O 3.9226 -1.4086 1.2248
O -0.0525 -1.9229 -0.5741
O 0.3337 0.9007 -4.4923
O -2.9908 2.0573 -1.6200
O -0.7004 -2.5882 2.6815
O -0.7384 0.6185 4.3269
O 1.9643 3.4209 -1.3117
O 1.1686 3.7225 1.3006
O 1.5277 -3.1856 1.2491
O 1.7881 -0.4263 -1.6067
O 1.8730 -2.6395 -3.0659
O -2.2252 -1.0482 -2.2982
O 0.1129 1.6471 -0.3521
O 2.6369 1.5391 -3.2089
O -1.0743 2.7318 2.4409
N -2.0266 -1.2170 1.4909
C -3.0954 -1.2339 0.4484
C -1.2730 -0.2226 3.6574
C -1.6935 0.0359 2.1668
C -1.3835 -2.4119 1.6816
H -1.5246 -1.1903 4.0831
H 0.0211 -2.3965 -1.4165
H -0.7582 0.4875 1.8153
H -2.6130 -1.0142 -0.5378
H 2.2838 3.3865 -2.2212
H 3.0853 -1.8879 1.2543
H -2.1111 -1.4862 -3.1513
H -2.5733 0.6760 2.0454
H 1.3923 4.4628 0.7263
H -0.1041 1.6761 0.6072
H 3.2253 0.8142 -3.4450
H 1.6610 -0.9356 -0.7833
H 1.1670 1.1312 -4.0279
H -0.1575 2.8342 2.7181
H -1.3847 3.5262 1.9865
H -0.8083 1.3669 -0.4993
H -3.4731 2.6493 -2.2037
H 2.4495 1.4151 -2.2688
H -2.5242 2.6045 -0.9795
H 1.2209 2.9551 0.7385
H 0.8949 -0.2967 -1.9503
H -3.8404 -0.5302 0.7705
H 0.9415 -3.9286 1.0602
H 1.1509 -2.8924 2.1004
H 2.1135 -1.7078 -2.7807
H 0.5909 -2.2098 0.1164
H 1.3298 2.7282 -1.1039
H -1.5775 -3.1278 0.8819
H -0.4055 0.9216 -3.8807
H 1.1056 -2.3814 -3.5966
H -3.3797 -2.3159 0.3583
H -2.9817 -0.4636 -2.4409
H 3.7746 -0.4719 1.3659

Record 6
14
Properties=species:S:1:pos:R:3 method="wB97M-V/def2-TZVPD" energy_ha=-875.3221
Cl 1.5704 2.5097 0.1099
O -0.1672 -2.5089 0.0022
O 1.7243 -1.8145 -1.1904
N 0.6856 -1.5406 -0.6477
N -1.1498 -1.7452 0.5749
C 1.8831 1.1756 -0.7923
C 0.1769 -0.3591 -0.4077
C -1.9105 0.5525 0.9160
C -0.9781 -0.4762 0.3581
H -1.4274 1.0264 1.8457
H -2.7258 0.1329 1.2580
H 2.6914 0.6198 -0.2983
H 1.6674 1.1286 -1.9280
H -2.0402 1.2989 0.1998

Record 7
102
Properties=species:S:1:pos:R:3 method="wB97M-V/def2-TZVPD" energy_ha=-15372.4746 total_charge=-2
Y -0.0246 -0.3641 -0.1082
Br 0.4295 -5.4845 4.9610
Se 1.2300 -2.3126 -2.1308
Se 0.2304 1.4051 -2.5228
Se -0.8247 -0.0171 -4.0460
Se 0.8708 -1.5972 -4.3250
S -3.0416 -2.4153 -0.9488
P 2.5523 1.9043 -0.0263
P -2.4430 1.3069 0.5457
F -2.0806 -3.2978 -3.2507
F -3.5210 -4.5997 -2.2981
F -1.5037 -4.4901 -1.5351
O -4.1885 -1.8688 -1.6326
O 2.1687 -0.9429 0.5550
O -1.9076 -1.4801 -0.9245
O -3.2873 -3.0886 0.2974
N 3.6782 -2.4898 0.0049
N 0.3078 1.3033 1.8326
C -0.2235 3.0517 3.4857
C 1.5647 1.2344 2.4623
C -0.2546 -2.0890 1.7032
C 2.9152 0.7499 4.4297
C 0.2581 -4.4298 2.3021
C 3.1415 -2.1677 2.3618
C -3.7064 1.8594 -1.8434
C 2.6734 3.7609 -0.0938
C 5.4275 1.0192 4.4400
C -1.1111 3.9525 4.0357
C 1.6916 0.8092 3.7947
C -2.4840 -3.7636 -2.0737
C -0.3886 -1.8628 3.0801
C -3.2209 2.5627 -0.5754
C -0.2032 -2.8433 4.0544
C 4.0868 1.0900 3.7558
C 3.9535 0.7549 -2.1327
C 2.9391 -1.8359 0.9151
C -3.3817 5.0814 4.1577
C -2.4207 4.0751 3.5811
C -1.9180 2.3064 1.9634
C 1.5609 4.3796 0.7483
C -0.5770 2.1695 2.4243
C -5.2131 1.0701 1.4484
C 2.7439 1.5605 1.7690
C 3.9724 1.4742 2.4276
C -3.9162 0.3294 1.1313
C 5.3480 2.3211 -0.7539
C -2.2760 3.7166 -0.9017
C 2.5518 4.2347 -1.5423
C -3.4971 -0.5379 2.3137
C -2.7786 3.2396 2.5342
C 4.1887 1.3239 -0.7310
C 0.0566 -3.4187 1.3648
C 0.1338 -4.1186 3.6438
H -4.3039 -1.2270 2.5757
H 2.1855 -2.0904 2.8761
H 0.4975 -5.4401 1.9927
H -3.2646 0.0819 3.1852
H 5.4875 1.7174 5.2791
H -2.8509 1.5065 -2.4218
H 6.2595 1.8202 -1.0955
H 0.5810 4.0282 0.4149
H 2.6371 5.3253 -1.5907
H -5.1159 1.7017 2.3337
H -5.5684 1.6811 0.6177
H -3.5616 5.9153 3.4722
H -2.7792 4.4228 -1.5703
H 4.1512 -3.3332 0.2764
H 4.8819 1.7059 1.8874
H 6.2321 1.2648 3.7452
H -4.2792 2.5531 -2.4667
H -5.9894 0.3297 1.6628
H -4.3339 0.9916 -1.6291
H 3.3663 -2.3889 -0.9670
H 0.7848 3.0387 3.8732
H -4.0819 2.9731 -0.0389
H 5.1484 3.1369 -1.4528
H -0.6502 -0.8668 3.4290
H 5.6226 0.0194 4.8371
H 4.8789 0.3168 -2.5227
H -0.7639 4.5967 4.8399
H -0.3118 -2.6163 5.1085
H 0.1523 -3.6975 0.3169
H 5.5570 2.7709 0.2167
H -1.3848 3.3506 -1.4139
H 3.3155 3.8048 -2.1928
H -2.6275 -1.1457 2.0720
H -2.9926 5.5011 5.0877
H 3.5592 -3.1651 2.4969
H 1.5835 3.9466 -1.9569
H -1.9741 4.2537 -0.0009
H 4.4577 0.4866 -0.0789
H 3.1749 -0.0107 -2.1320
H 3.6259 1.5307 -2.8284
H -4.1245 -0.3325 0.2868
H 1.6573 4.1258 1.8028
H 1.5787 5.4702 0.6542
H 3.6417 4.0720 0.3140
H -3.7780 3.3353 2.1227
H 3.8178 -1.4220 2.7852
H 2.9658 0.4158 5.4621
H 0.7925 0.5354 4.3316
H -4.3524 4.6307 4.3795

Record 8
23
Properties=species:S:1:pos:R:3 method="wB97M-V/def2-TZVPD" energy_ha=-351.2939
C -0.6058 1.6294 -0.1081
C 0.5715 1.0172 0.3085
C -0.9821 1.4616 -1.4270
C -0.1626 0.7553 -2.3180
C -0.1890 -2.6679 1.1995
C 0.9849 1.3090 1.7307
C 1.3295 0.2083 -0.5090
C 0.9173 -0.0106 -1.8268
C -1.5893 -2.4111 1.6995
H 2.0323 1.0837 1.9649
H 0.0868 -2.6278 0.1451
H 0.8606 2.3184 2.1089
H 0.7044 -2.2242 1.6476
H 1.1563 -0.8990 -2.4051
H 0.3983 0.7771 2.4935
H -1.8320 1.9075 -1.9162
H -1.1150 2.2181 0.6532
H -2.1293 -1.5528 1.2637
H -1.6280 -2.1697 2.7678
H -2.2166 -3.2656 1.4431
H -0.0158 -3.7543 1.3821
H 2.1996 -0.3146 -0.1506
H -0.4238 0.5916 -3.3542

Record 9
19
Properties=species:S:1:pos:R:3 method="wB97M-V/def2-TZVPD" energy_ha=-344.3459
O -1.7703 0.3108 -0.3454
N 3.4709 1.0630 -1.5888
N 1.2519 0.6210 -2.0082
C -0.1970 -1.3359 0.3611
C 2.2393 1.3405 -1.4021
C -1.6799 -0.1631 2.0375
C -1.5518 -0.7019 0.6252
H 4.0368 1.7708 -1.1314
H 0.3283 0.6534 -1.6224
H -0.1446 -2.2272 0.9863
H -1.4176 -0.8998 2.7926
H -0.0780 -1.5862 -0.6904
H -1.0230 0.6992 2.1332
H -2.7121 0.1387 2.2145
H 1.9156 2.1157 -0.7058
H -2.6690 0.6534 -0.3309
H 1.6185 -0.2192 -2.4268
H -2.2723 -1.5098 0.4338
H 0.6543 -0.7234 0.6680

Record 10
10
Properties=species:S:1:pos:R:3 method="wB97M-V/def2-TZVPD" energy_ha=-1025.3522
S 0.3663 -0.7162 0.7329
S -2.8503 -0.0424 -0.5307
O -3.3675 -0.6712 0.6569
O -2.2822 1.2795 -0.3316
C 1.9468 0.1849 0.4359
C -0.4915 -0.7836 -0.6283
H 2.7527 -0.4109 0.8521
H -0.0504 -0.3168 -1.5057
H 2.0898 0.3356 -0.6289
H 1.8863 1.1410 0.9472

Record 11
7
Properties=species:S:1:pos:R:3 method="wB97M-V/def2-TZVPD" energy_ha=-1500.0127 total_charge=-2
Cl 10.7412 -0.4837 0.1771
S -5.2386 -1.1212 0.1205
S 0.1199 0.7368 -0.1450
O 0.2057 2.0763 0.4047
O 0.2992 0.7066 -1.5879
N -2.4959 -0.8639 0.6179
C -3.6315 -1.0509 0.4128

Record 12
32
Properties=species:S:1:pos:R:3 method="wB97M-V/def2-TZVPD" multiplicity=5 energy_ha=-2237.5821 s2=6.18 total_charge=+1
Mn -1.1383 0.4019 0.2348
S -1.9342 -1.1867 -1.0856
O -0.9331 1.3674 1.9883
N -1.9867 2.4515 3.6382
N 0.7993 -0.0911 -0.4077
C -0.3667 -1.8459 -1.5786
C 3.2496 -1.0707 -1.2685
C 2.0881 -2.9164 -2.4402
C -3.2967 1.4928 1.7969
C 0.8455 -1.2211 -1.1954
C -3.0035 1.2254 0.3238
C -2.0075 1.7868 2.4990
C 0.9115 -3.5113 -2.7915
C 1.8319 1.7884 0.7345
C 1.9232 0.5414 -0.0919
C 3.1753 0.0661 -0.5176
C 2.0733 -1.7528 -1.6387
C -0.3161 -2.9695 -2.3654
H 4.2078 -1.4532 -1.5983
H 1.5085 1.5569 1.7486
H 3.0388 -3.3146 -2.7695
H 2.7955 2.2887 0.7832
H -3.7969 0.6683 -0.1629
H 1.1115 2.4853 0.3015
H -2.8341 2.7974 4.0558
H -4.0250 2.2911 1.9615
H -3.7049 0.5948 2.2721
H 0.9091 -4.3998 -3.4076
H -1.2414 -3.4439 -2.6660
H 4.0647 0.6125 -0.2388
H -1.1117 2.6035 4.1160
H -2.8367 2.1568 -0.2299